[1]
{"formula": "C6H12N2O", "method": "ωB97M-V with the def2-TZVPD basis set", "total_charge": 0, "e_lumo_ev": 0.8381, "homo_lumo_gap_ha": 0.3534, "relative_energy_kcal_mol": 82.53, "smiles": "[H]/N=C(\\OC)C(C)(C)N=C", "max_force_ha_per_bohr": 0.0884, "species": ["C", "H", "N", "C", "C", "H", "H", "N", "C", "C", "C", "H", "H", "H", "H", "H", "H", "H", "O", "H", "H"], "xyz": [[0.348, 0.659, 0.040], [-1.661, -0.903, 1.285], [0.020, 1.853, 0.067], [2.439, 0.685, 1.314], [-2.101, 0.418, -1.064], [-1.910, -2.158, -0.025], [-0.277, -1.959, 0.762], [-0.268, -1.155, -1.721], [0.866, -1.042, -2.189], [-1.173, -1.483, 0.501], [-0.866, -0.517, -0.612], [-2.652, 0.606, -0.111], [1.684, -0.176, -1.998], [-1.607, 1.344, -1.306], [0.770, 2.527, 0.300], [2.827, 1.351, 0.437], [-2.703, 0.040, -1.852], [1.214, -1.744, -3.037], [1.350, 0.049, 0.719], [2.302, 1.226, 2.332], [3.211, 0.016, 1.601]], "nbo_charge": [0.569, 0.218, -0.756, -0.265, -0.624, 0.221, 0.224, -0.437, -0.014, -0.622, 0.142, 0.208, 0.130, 0.250, 0.351, 0.175, 0.219, 0.170, -0.548, 0.186, 0.200]}

=====

[2]
{"formula": "C6H12N2O2", "method": "ωB97M-V with the def2-TZVPD basis set", "total_charge": 0, "e_lumo_ev": 0.7672, "homo_lumo_gap_ha": 0.3369, "relative_energy_kcal_mol": 45.77, "smiles": "C[C@H]1[C@@H](N)[C@H]1N(C)C(=O)O", "max_force_ha_per_bohr": 0.0697, "species": ["C", "C", "H", "H", "H", "O", "H", "H", "H", "O", "H", "H", "C", "H", "C", "N", "N", "C", "C", "H", "H", "H"], "xyz": [[2.847, 2.250, -5.681], [1.418, 0.065, -5.452], [-0.207, 3.439, -2.848], [2.960, -0.883, -4.502], [2.422, 0.320, -3.447], [1.245, 1.153, -1.797], [1.471, 3.430, -3.235], [0.971, 0.620, -1.042], [1.436, 1.458, -7.159], [-0.491, -0.114, -2.844], [1.086, -0.748, -6.101], [-0.536, 1.100, -5.740], [1.661, 1.413, -6.091], [2.997, 2.271, -4.594], [0.249, 0.854, -2.887], [0.350, 1.732, -3.916], [2.117, -0.365, -4.275], [0.489, 3.155, -3.647], [0.432, 1.188, -5.239], [3.766, 1.843, -6.128], [0.474, 3.675, -4.610], [2.731, 3.290, -6.016]], "nbo_charge": [-0.617, -0.042, 0.211, 0.370, 0.400, -0.766, 0.195, 0.492, 0.218, -0.578, 0.214, 0.207, -0.253, 0.213, 0.921, -0.506, -0.871, -0.401, -0.055, 0.218, 0.218, 0.213]}

=====

[3]
{"formula": "C6H12N2O2", "method": "ωB97M-V with the def2-TZVPD basis set", "total_charge": 0, "e_lumo_ev": -0.5001, "homo_lumo_gap_ha": 0.2425, "relative_energy_kcal_mol": 109.55, "max_force_ha_per_bohr": 0.0775, "species": ["H", "O", "N", "C", "C", "O", "N", "C", "H", "C", "H", "H", "H", "C", "H", "H", "C", "H", "H", "H", "H", "H"], "xyz": [[-0.948, 2.430, 0.766], [1.061, 0.130, -2.012], [-0.367, -2.469, 1.128], [0.458, 0.811, 0.564], [-2.731, -1.179, -1.069], [0.639, -2.056, -0.870], [1.826, 0.497, 0.796], [0.083, 2.204, 1.033], [-0.791, 0.885, -1.550], [-1.671, -1.544, -0.629], [-1.150, -2.333, 1.744], [2.061, -0.419, 0.424], [0.643, 2.031, -1.519], [-0.395, -1.938, -0.127], [0.170, 2.276, 2.120], [0.977, -0.973, -1.479], [0.288, 1.002, -1.412], [2.439, 1.160, 0.333], [-3.684, -0.919, -1.440], [0.537, -2.645, 1.538], [-0.172, 0.089, 1.080], [0.729, 2.958, 0.582]], "nbo_charge": [0.207, -0.782, -0.750, -0.089, -0.068, -0.626, -0.852, -0.628, 0.121, -0.155, 0.410, 0.358, 0.146, 0.641, 0.201, 0.496, -0.010, 0.361, 0.243, 0.420, 0.153, 0.200]}

=====

[4]
{"formula": "C6H12N2O2", "method": "ωB97M-V with the def2-TZVPD basis set", "total_charge": 0, "e_lumo_ev": 0.8045, "homo_lumo_gap_ha": 0.3452, "relative_energy_kcal_mol": 57.11, "smiles": "C[C@]12C[C@H]1N(C(=O)O)C2.N", "max_force_ha_per_bohr": 0.0886, "species": ["H", "C", "C", "H", "N", "H", "H", "N", "O", "H", "H", "H", "H", "O", "H", "H", "C", "C", "C", "C", "H", "H"], "xyz": [[2.104, -2.253, -2.119], [-0.935, 0.846, 0.470], [1.279, -0.306, -0.136], [-1.073, 0.985, 2.371], [-0.167, -0.031, -0.287], [-0.250, -3.312, 0.661], [-0.932, 3.553, 0.166], [-0.403, 2.857, -0.355], [-0.373, 1.038, 1.711], [1.708, -0.012, 0.832], [-1.227, -1.777, -1.176], [1.866, 0.134, -0.954], [0.006, -1.817, 1.713], [-2.171, 0.861, 0.348], [-0.685, 2.840, -1.333], [1.296, -3.655, -1.373], [0.006, -2.252, 0.710], [1.834, -2.721, -1.162], [0.991, -1.799, -0.334], [-0.477, -1.440, -0.460], [0.596, 3.039, -0.282], [2.765, -2.979, -0.634]], "nbo_charge": [0.212, 0.950, -0.198, 0.500, -0.501, 0.222, 0.383, -1.023, -0.751, 0.201, 0.218, 0.189, 0.219, -0.678, 0.383, 0.216, -0.439, -0.603, -0.064, -0.022, 0.373, 0.213]}

=====

[5]
{"formula": "C6H12N2O2S", "method": "ωB97M-V with the def2-TZVPD basis set", "total_charge": 0, "e_lumo_ev": 0.6701, "homo_lumo_gap_ha": 0.3701, "relative_energy_kcal_mol": 105.45, "max_force_ha_per_bohr": 0.0873, "species": ["C", "H", "N", "C", "H", "S", "C", "H", "C", "H", "H", "N", "H", "C", "C", "H", "H", "H", "H", "H", "O", "O", "H"], "xyz": [[-0.198, -1.009, 0.283], [-0.724, 0.857, 1.227], [3.471, 0.046, -0.577], [-0.163, -1.522, -1.108], [-0.113, -0.855, -2.032], [2.051, 0.436, -0.253], [-0.743, -1.809, 1.364], [-2.150, 2.824, -0.979], [-1.745, 2.330, -0.109], [1.202, 0.897, -1.289], [-0.748, 2.857, 0.088], [-0.884, 0.334, 0.394], [-2.390, 2.234, 0.855], [1.310, -1.082, 0.021], [-1.490, 0.951, -0.593], [-1.800, -1.907, 1.192], [4.146, 0.745, -0.413], [-0.628, -1.115, 2.287], [-0.302, -2.689, 1.615], [-0.122, -2.541, -1.479], [-1.727, 0.492, -1.685], [1.795, 1.463, 0.767], [1.951, -1.937, 0.424]], "nbo_charge": [0.052, 0.413, -1.141, -0.278, 0.266, 1.868, -0.587, 0.242, -0.725, -0.033, 0.247, -0.610, 0.233, -0.576, 0.673, 0.225, 0.385, 0.207, 0.219, 0.236, -0.629, -0.973, 0.287]}

=====

[6]
{"formula": "C6H12N2O4", "method": "ωB97M-V with the def2-TZVPD basis set", "total_charge": 0, "e_lumo_ev": 0.3568, "homo_lumo_gap_ha": 0.3733, "relative_energy_kcal_mol": 55.46, "smiles": "C[C@@H](O)[C@H](N)C(=O)NCC(=O)O", "max_force_ha_per_bohr": 0.0792, "species": ["O", "H", "H", "H", "H", "C", "C", "H", "H", "C", "O", "C", "N", "H", "H", "N", "H", "C", "O", "C", "H", "H", "H", "O"], "xyz": [[1.115, -1.651, -0.840], [3.013, -1.571, -0.807], [-1.942, 0.048, 1.448], [-2.004, 0.177, -1.615], [0.762, -1.517, 1.386], [0.875, 0.287, 0.553], [-0.125, 1.430, -0.051], [1.551, 0.175, -1.654], [1.653, 1.057, 0.830], [1.585, -0.343, -0.616], [-4.012, -1.149, 0.354], [-2.432, 0.621, 0.526], [-1.485, 1.341, -0.263], [0.105, -1.564, -0.921], [3.763, 0.124, -0.756], [0.472, -0.589, 1.593], [-3.292, 1.147, 0.969], [-3.184, -0.469, -0.227], [0.552, 2.359, -0.490], [3.117, -0.599, -0.341], [3.508, -0.708, 0.649], [-1.722, 2.195, -0.739], [0.931, -0.332, 2.462], [-2.804, -0.470, -1.452]], "nbo_charge": [-0.734, 0.244, 0.281, 0.510, 0.383, -0.165, 0.682, 0.198, 0.231, 0.092, -0.589, -0.392, -0.681, 0.468, 0.218, -0.842, 0.247, 0.777, -0.613, -0.647, 0.207, 0.418, 0.377, -0.670]}